(1)
Formula: C43H31F6IrP2SeSi
Source: the Open Molecules 2025 dataset
Level of theory: ωB97M-V/def2-TZVPD

Its total energy is -156038.222 eV. For the HOMO-LUMO gap (spin up / spin down), the calculation gives 5.6 / 6.6 eV. As for the HOMO energy (spin up / spin down): -5.14 / -8.48 eV.

```
! wB97M-V def2-TZVPD RIJCOSX def2/J DEFGRID3
* xyz 0 5
Ir -0.209 0.888 0.262
C -1.073 -1.379 2.949
Si -0.069 -1.252 1.362
C 1.723 -1.546 1.940
C 2.158 -2.738 2.530
C 3.416 -2.846 3.107
C 4.270 -1.750 3.126
C 3.877 -0.564 2.528
C 2.624 -0.470 1.923
P 2.154 1.021 0.998
C 2.831 0.751 -0.669
C 3.224 -0.511 -1.106
C 3.571 -0.709 -2.438
C 3.523 0.346 -3.334
C 3.127 1.608 -2.902
C 2.774 1.809 -1.580
C 3.120 2.387 1.708
C 2.546 3.129 2.739
C 3.238 4.193 3.302
C 4.501 4.525 2.831
C 5.076 3.788 1.804
C 4.389 2.723 1.239
C -0.725 -2.674 0.291
C -0.767 -4.002 0.741
C -1.429 -4.989 0.027
C -2.092 -4.668 -1.154
C -2.061 -3.368 -1.624
C -1.368 -2.382 -0.918
P -1.241 -0.699 -1.589
C -0.390 -0.901 -3.173
C 0.364 -2.037 -3.465
C 1.128 -2.094 -4.625
C 1.155 -1.016 -5.496
C 0.421 0.129 -5.201
C -0.335 0.195 -4.042
C -2.946 -0.210 -1.964
C -3.535 -0.396 -3.213
C -4.846 0.006 -3.430
C -5.576 0.594 -2.406
C -4.994 0.781 -1.159
C -3.685 0.383 -0.939
H -0.921 -2.357 3.423
H -2.139 -1.263 2.728
H -0.777 -0.600 3.658
H 1.503 -3.602 2.554
H 3.727 -3.784 3.553
H 5.240 -1.821 3.604
H 4.548 0.287 2.530
H 3.248 -1.342 -0.412
H 3.876 -1.693 -2.774
H 3.781 0.185 -4.373
H 3.068 2.430 -3.605
H 2.424 2.782 -1.254
H 1.553 2.875 3.096
H 2.785 4.768 4.100
H 5.037 5.362 3.262
H 6.063 4.045 1.438
H 4.837 2.152 0.435
H -0.292 -4.271 1.679
H -1.440 -6.008 0.395
H -2.636 -5.431 -1.699
H -2.574 -3.115 -2.545
H 0.349 -2.886 -2.793
H 1.703 -2.985 -4.848
H 1.752 -1.061 -6.399
H 0.452 0.981 -5.870
H -0.874 1.099 -3.791
H -2.968 -0.850 -4.017
H -5.297 -0.138 -4.404
H -6.595 0.914 -2.580
H -5.559 1.250 -0.363
H -3.220 0.543 0.028
F -6.406 1.655 4.453
C -5.257 1.890 3.827
C -5.260 2.393 2.542
F -6.422 2.653 1.938
C -4.062 2.619 1.891
F -4.115 3.095 0.648
C -2.843 2.360 2.500
Se -1.206 2.741 1.615
C -2.871 1.860 3.792
F -1.736 1.585 4.438
C -4.059 1.629 4.459
F -4.060 1.151 5.704
F -0.222 1.847 -1.545
*
```

Mulliken atomic charge list, values in e, 5 entries:
1. Ir 3.22
2. C -1.23
3. Si 0.31
4. C 0.67
5. C -0.56


(2)
Formula: C43H32Cl3INO4RbS
Source: the Open Molecules 2025 dataset
Level of theory: ωB97M-V/def2-TZVPD

Its total energy is -111952.144 eV. For the HOMO-LUMO gap, the calculation gives 5.5 eV. As for the HOMO energy: -1.79 eV.

```
! wB97M-V def2-TZVPD RIJCOSX def2/J DEFGRID3
* xyz -2 1
Rb -0.325 -1.526 1.080
Cl 1.907 1.956 8.082
C 1.068 1.384 6.651
C 1.695 0.500 5.788
C 1.022 0.059 4.667
Cl 1.840 -1.027 3.578
C -0.316 0.443 4.308
O -0.911 0.036 3.283
C -0.874 1.364 5.259
Cl -2.483 1.951 4.933
C -0.220 1.821 6.386
H 2.704 0.161 5.982
H -0.714 2.518 7.050
I -1.239 -4.730 3.124
C -1.716 -6.069 1.562
C -2.232 -7.287 1.906
C -2.551 -8.218 0.893
C -2.334 -7.895 -0.417
C -1.796 -6.634 -0.783
C -1.559 -6.304 -2.138
C -1.038 -5.077 -2.448
C -0.745 -4.139 -1.431
C -0.937 -4.364 -0.075
C -1.474 -5.661 0.221
H -2.395 -7.539 2.947
H -2.963 -9.182 1.167
H -2.569 -8.604 -1.206
H -1.798 -7.033 -2.907
H -0.852 -4.816 -3.488
H -0.339 -3.182 -1.768
O 2.233 -1.822 -0.018
S 2.527 -0.822 -1.075
C 4.323 -0.682 -1.146
C 4.924 0.149 -2.082
C 6.299 0.309 -2.064
C 7.066 -0.349 -1.108
C 6.455 -1.168 -0.169
C 5.075 -1.335 -0.184
C 2.253 -1.629 -2.650
C 2.721 -2.917 -2.870
C 2.391 -3.565 -4.047
C 1.595 -2.919 -4.989
C 1.121 -1.637 -4.750
C 1.437 -0.980 -3.565
H 4.312 0.665 -2.815
H 6.778 0.954 -2.790
H 8.141 -0.216 -1.092
H 7.050 -1.673 0.582
H 4.557 -1.957 0.537
H 3.305 -3.412 -2.102
H 2.729 -4.578 -4.222
H 1.322 -3.435 -5.902
H 0.472 -1.152 -5.468
H 1.012 -0.004 -3.341
C -5.564 5.249 0.556
C -4.407 5.498 -0.380
C -4.412 6.631 -1.191
C -3.373 6.878 -2.074
C -2.293 6.012 -2.115
C -2.256 4.882 -1.303
N -1.137 4.036 -1.366
C -0.485 3.569 -0.225
C -0.391 4.359 0.921
C 0.277 3.899 2.045
C 0.881 2.651 2.043
C 0.771 1.859 0.907
C 0.087 2.286 -0.224
C -0.074 1.358 -1.426
O 0.036 1.878 -2.569
O -0.293 0.150 -1.182
C -3.343 4.592 -0.454
C -3.364 3.298 0.318
H -6.243 6.102 0.562
H -5.215 5.078 1.576
H -6.136 4.366 0.260
H -5.247 7.322 -1.130
H -3.394 7.757 -2.707
H -1.443 6.203 -2.760
H -0.930 3.483 -2.195
H -0.856 5.339 0.922
H 0.324 4.521 2.932
H 1.393 2.280 2.921
H 1.215 0.871 0.917
H -2.812 3.364 1.260
H -2.888 2.509 -0.265
H -4.382 2.988 0.548
*
```

Mulliken atomic charge list, values in e, 5 entries:
1. Rb 1.21
2. Cl -0.30
3. C 0.51
4. C -0.74
5. C 0.57


(3)
Formula: C43H32ClFeN6PSe
Source: the Open Molecules 2025 dataset
Level of theory: ωB97M-V/def2-TZVPD

Its total energy is -175589.038 eV. For the HOMO-LUMO gap (spin up / spin down), the calculation gives 6.3 / 6.3 eV. As for the HOMO energy (spin up / spin down): -9.56 / -9.93 eV.

```
! wB97M-V def2-TZVPD RIJCOSX def2/J DEFGRID3
* xyz 1 6
Fe -0.611 0.190 1.227
N 3.845 -0.758 2.598
C 2.910 0.163 2.212
N 1.596 -0.331 2.011
C 1.251 -1.018 3.279
N 0.276 -0.608 3.994
N -0.356 0.438 3.322
C -0.200 1.601 3.783
C -0.196 2.702 2.785
C -0.308 4.031 3.128
C -0.124 4.996 2.144
C 0.191 4.591 0.861
C 0.281 3.232 0.598
N 0.081 2.299 1.526
C 2.155 -2.113 3.606
C 1.759 -3.268 4.274
C 2.656 -4.304 4.445
C 3.955 -4.186 3.950
C 4.369 -3.036 3.305
C 3.470 -1.987 3.141
H 4.819 -0.499 2.601
H 3.094 1.220 2.342
H 0.127 1.765 4.809
H -0.535 4.298 4.152
H -0.216 6.048 2.380
H 0.369 5.310 0.074
H 0.532 2.872 -0.394
H 0.740 -3.340 4.633
H 2.350 -5.210 4.951
H 4.652 -5.005 4.075
H 5.382 -2.940 2.933
Cl -2.872 1.830 1.062
C -2.649 2.698 -0.427
C -3.145 3.983 -0.538
C -3.001 4.651 -1.744
C -2.384 4.022 -2.816
C -1.899 2.727 -2.689
C -2.011 2.040 -1.484
P -1.406 0.325 -1.168
C -2.966 -0.625 -1.348
C -4.186 -0.037 -1.660
C -5.332 -0.816 -1.755
C -5.270 -2.185 -1.555
C -4.054 -2.781 -1.248
C -2.916 -2.002 -1.134
C -0.513 -0.072 -2.721
C -0.839 -1.152 -3.537
C -0.156 -1.360 -4.729
C 0.850 -0.491 -5.125
C 1.200 0.572 -4.303
C 0.534 0.767 -3.105
H -3.640 4.447 0.306
H -3.385 5.657 -1.851
H -2.281 4.539 -3.761
H -1.443 2.247 -3.545
H -4.261 1.027 -1.837
H -6.278 -0.344 -1.990
H -6.165 -2.787 -1.638
H -3.994 -3.849 -1.085
H -1.970 -2.471 -0.881
H -1.638 -1.825 -3.263
H -0.428 -2.197 -5.360
H 1.362 -0.643 -6.066
H 1.992 1.250 -4.596
H 0.828 1.593 -2.465
Se -2.514 -1.373 2.152
C -3.346 -0.173 3.246
N -3.878 0.598 3.924
C 3.673 -0.668 -2.706
C 3.650 0.371 -1.757
C 2.864 0.274 -0.641
C 2.077 -0.880 -0.402
C 1.322 -1.100 0.808
C 0.466 -2.172 0.904
C 0.398 -3.129 -0.146
C 1.181 -3.009 -1.244
C 2.040 -1.884 -1.397
C 2.868 -1.759 -2.537
H 4.301 -0.585 -3.583
H 4.250 1.258 -1.918
H 2.831 1.099 0.055
H 0.020 -2.436 1.855
H -0.232 -3.999 -0.010
H 1.183 -3.775 -2.010
H 2.847 -2.549 -3.278
*
```

Mulliken atomic charge list, values in e, 5 entries:
1. Fe 0.78
2. N 0.21
3. C -1.51
4. N 1.32
5. C -0.04


(4)
Formula: C43H32F15N2O4SSbV
Source: the Open Molecules 2025 dataset
Level of theory: ωB97M-V/def2-TZVPD

Its total energy is -140104.760 eV. For the HOMO-LUMO gap (spin up / spin down), the calculation gives 4.0 / 3.8 eV. As for the HOMO energy (spin up / spin down): -0.43 / -0.29 eV.

```
! wB97M-V def2-TZVPD RIJCOSX def2/J DEFGRID3
* xyz -2 4
V 0.557 2.006 -0.894
C -6.016 2.455 -1.577
C -4.645 2.149 -1.027
C -4.287 0.871 -0.628
C -3.018 0.602 -0.159
C -2.015 1.574 -0.036
N -0.720 1.310 0.404
C -0.357 0.596 1.536
C -1.445 -0.127 2.340
C -1.145 -0.307 3.874
C 0.225 0.021 4.321
C 0.548 -0.098 5.794
C 1.184 0.230 3.421
C 0.930 0.627 2.034
C 2.138 1.255 1.293
O 1.861 2.243 0.372
C 3.191 1.924 2.261
F 3.997 1.049 2.913
F 4.026 2.740 1.580
F 2.595 2.691 3.183
C 2.900 0.095 0.543
F 4.215 0.339 0.299
F 2.322 -0.065 -0.679
F 2.844 -1.080 1.163
C -2.378 2.883 -0.484
C -3.666 3.129 -0.950
C -1.340 4.025 -0.477
O -0.116 3.673 -1.010
C -1.755 5.265 -1.337
F -0.736 6.126 -1.482
F -2.115 4.888 -2.576
F -2.783 5.982 -0.822
C -1.176 4.552 0.996
F -0.478 5.711 1.049
F -2.383 4.810 1.554
F -0.550 3.695 1.789
H -6.771 1.808 -1.126
H -6.048 2.297 -2.660
H -6.293 3.494 -1.387
H -5.008 0.060 -0.692
H -2.767 -0.415 0.088
H -2.347 0.476 2.221
H -1.901 0.198 4.489
H -0.317 -0.442 6.361
H 0.861 0.869 6.201
H 1.363 -0.809 5.961
H 2.198 0.247 3.793
H -3.940 4.125 -1.265
O 2.201 2.634 -2.374
S 3.527 2.867 -1.694
C 4.723 1.910 -2.700
C 5.030 2.766 -3.919
C 5.302 4.155 -3.351
C 4.136 4.455 -2.411
H 4.232 0.963 -2.923
H 5.604 1.736 -2.077
H 4.149 2.790 -4.565
H 5.874 2.382 -4.497
H 5.408 4.911 -4.131
H 6.234 4.132 -2.779
H 3.258 4.848 -2.927
H 4.397 5.117 -1.585
O -0.549 1.093 -4.755
C -0.319 1.084 -3.584
N -0.103 1.047 -2.410
F -4.912 -6.784 -1.844
C -3.951 -5.857 -1.571
C -3.895 -4.715 -2.336
C -2.899 -3.780 -2.048
C -1.988 -3.983 -1.013
C -2.100 -5.146 -0.257
C -3.073 -6.098 -0.533
Sb -0.429 -2.479 -0.603
C -0.720 -2.543 1.467
C -0.008 -3.080 2.521
C -0.368 -2.835 3.844
C -1.454 -1.851 4.138
F -1.863 -1.983 5.485
C -2.504 -2.146 3.159
C -1.897 -1.660 1.885
C 1.136 -3.923 -1.048
C 1.652 -3.853 -2.344
C 2.733 -4.632 -2.740
C 3.300 -5.479 -1.811
F 4.369 -6.234 -2.180
C 2.826 -5.585 -0.523
C 1.739 -4.800 -0.149
H -4.614 -4.565 -3.134
H -2.838 -2.877 -2.647
H -1.425 -5.299 0.582
H -3.166 -7.009 0.047
H 0.836 -3.744 2.343
H 0.117 -3.330 4.679
H -3.526 -1.861 3.412
H -2.648 -1.638 1.093
H 1.207 -3.167 -3.059
H 3.144 -4.574 -3.741
H 3.309 -6.258 0.175
H 1.361 -4.872 0.864
*
```

Mulliken atomic charge list, values in e, 5 entries:
1. V 0.44
2. C -1.77
3. C 0.35
4. C -1.01
5. C 0.84


(5)
Formula: C43H32NO4P2ReS6Sb
Source: the Open Molecules 2025 dataset
Level of theory: ωB97M-V/def2-TZVPD

Its total energy is -147018.552 eV. For the HOMO-LUMO gap, the calculation gives 5.7 eV. As for the HOMO energy: -15.72 eV.

```
! wB97M-V def2-TZVPD RIJCOSX def2/J DEFGRID3
* xyz 3 1
Re 10.479 11.354 16.772
O 12.697 10.075 14.925
S 12.507 11.358 15.650
C 12.591 12.649 14.457
C 12.429 13.857 15.056
C 12.060 14.990 14.345
C 11.918 14.802 12.931
C 12.177 13.572 12.317
C 12.490 12.454 13.086
P 12.457 10.887 12.028
C 12.996 11.325 10.371
C 12.432 10.615 9.318
C 12.793 10.864 8.016
C 13.738 11.874 7.800
C 14.332 12.562 8.808
C 14.047 12.282 10.135
C 10.774 10.174 12.133
C 10.538 8.916 12.662
C 9.340 8.304 12.533
C 8.326 8.881 11.805
C 8.512 10.163 11.284
C 9.687 10.867 11.497
C 13.698 11.787 16.942
C 14.993 12.172 16.549
C 15.756 12.725 17.612
C 15.355 12.671 18.949
C 14.225 11.951 19.258
C 13.307 11.617 18.274
P 11.838 10.538 18.645
C 12.597 8.906 18.750
C 12.393 7.829 17.864
C 13.228 6.706 17.936
C 14.313 6.705 18.862
C 14.442 7.762 19.777
C 13.578 8.832 19.726
C 11.235 10.940 20.325
C 10.613 9.872 21.005
C 10.298 9.932 22.338
C 10.610 11.096 23.024
C 11.121 12.170 22.363
C 11.388 12.111 20.998
H 12.491 13.922 16.155
H 11.868 15.959 14.838
H 11.688 15.675 12.348
H 12.112 13.416 11.237
H 11.700 9.830 9.494
H 12.387 10.351 7.139
H 14.031 12.122 6.823
H 15.131 13.266 8.620
H 14.515 12.721 11.073
H 11.313 8.400 13.214
H 9.134 7.309 12.942
H 7.441 8.229 11.599
H 7.720 10.724 10.843
H 9.819 11.890 11.141
H 15.367 12.191 15.568
H 16.787 13.062 17.451
H 16.024 13.056 19.722
H 14.051 11.778 20.360
H 11.693 7.976 17.102
H 13.019 5.878 17.332
H 15.072 5.919 18.893
H 15.252 7.820 20.534
H 13.684 9.622 20.539
H 10.447 9.020 20.375
H 9.753 9.114 22.790
H 10.368 11.224 24.092
H 11.276 13.010 22.956
H 11.801 13.040 20.570
S 5.697 12.355 18.210
Sb 6.869 13.652 17.042
S 9.524 10.096 15.545
S 9.738 13.266 17.603
S 7.029 15.358 15.779
O 13.186 5.987 9.930
S 13.711 7.278 9.683
O 13.475 7.874 8.400
N 13.027 8.182 10.976
C 13.971 8.834 11.530
O 13.615 9.814 12.500
C 15.371 8.676 11.112
C 16.568 9.294 11.475
C 17.722 9.039 10.719
C 17.719 8.133 9.671
C 16.544 7.395 9.416
C 15.391 7.737 10.056
H 16.706 10.033 12.280
H 18.601 9.583 10.989
H 18.713 7.966 9.222
H 16.549 6.608 8.702
*
```

Mulliken atomic charge list, values in e, 5 entries:
1. Re 0.46
2. O -0.36
3. S 1.33
4. C 1.26
5. C -1.05